The ion C8H11N3 with charge +2 in a non-equilibrium geometry. Source: OMol25; level of theory: ωB97M-V/def2-TZVPD.

XYZ file:
```
22
C8H11N3 (ωB97M-V/def2-TZVPD)
C 2.666 -0.769 -0.045
C 2.069 -2.031 -0.064
C 1.972 0.406 -0.047
C 0.636 -2.084 -0.080
C 0.526 0.412 -0.037
C -0.139 -0.924 0.055
C -2.503 -0.299 -0.118
C -0.130 1.620 0.051
N -1.491 -1.136 0.010
N -3.752 -0.550 0.080
N 0.492 2.916 -0.037
H 3.682 -0.676 -0.146
H 2.540 -3.025 0.034
H 2.489 1.375 -0.129
H 0.218 -3.104 0.229
H -1.141 1.633 0.008
H -1.666 -2.216 0.042
H -4.426 0.140 -0.148
H -4.106 -1.440 0.382
H 1.276 2.941 0.621
H -0.253 3.574 0.157
H 1.042 3.236 -0.818
```

For the energy above the lowest of the compared OMol25 structures with the same formula, charge and spin, the calculation gives 155.93 kJ/mol. Its charge is +2. The gap between HOMO and LUMO (spin up / spin down) comes out at 5.29 / 7.17 eV. As for the maximum force: 3.517 eV/A.



A cluster of 8 separate species, C40H89Cl3O21 in total in a non-equilibrium geometry. Source: OMol25; level of theory: ωB97M-V/def2-TZVPD.

XYZ file:
```
153
C40H89Cl3O21 (ωB97M-V/def2-TZVPD)
C 0.076 -11.532 -1.836
O 0.300 -10.937 -0.599
C 1.629 -10.822 -0.103
C 1.748 -9.689 0.940
O 1.516 -8.377 0.408
C 1.771 -7.288 1.294
C 1.932 -5.932 0.601
O 0.793 -5.753 -0.281
C 0.914 -4.469 -0.960
H 0.509 -11.033 -2.703
H -0.974 -11.510 -2.130
H 0.450 -12.556 -1.807
H 2.278 -10.639 -0.959
H 1.979 -11.737 0.375
H 2.728 -9.600 1.407
H 1.068 -9.873 1.772
H 2.648 -7.531 1.894
H 0.957 -7.140 2.004
H 2.898 -5.904 0.097
H 1.929 -5.189 1.398
H 1.778 -4.473 -1.624
H 0.991 -3.607 -0.297
H 0.027 -4.297 -1.570
C -0.207 1.587 -4.845
O 0.866 1.424 -5.740
C 1.701 2.539 -5.876
C 2.723 2.892 -4.750
O 2.039 3.193 -3.524
C 2.938 3.799 -2.526
C 4.101 2.920 -2.038
O 3.623 1.771 -1.216
C 4.754 1.120 -0.688
H -0.967 2.248 -5.262
H 0.197 2.012 -3.926
H -0.594 0.593 -4.620
H 1.211 3.494 -6.068
H 2.318 2.233 -6.720
H 3.404 3.655 -5.126
H 3.326 2.006 -4.549
H 2.386 4.131 -1.647
H 3.416 4.694 -2.924
H 4.740 3.597 -1.470
H 4.742 2.677 -2.886
H 5.681 1.259 -1.244
H 4.506 0.073 -0.512
H 4.891 1.362 0.366
C -1.631 11.796 -5.848
O -1.986 11.282 -4.581
C -1.210 10.275 -4.046
C -1.965 9.655 -2.833
O -1.474 8.311 -2.578
C -1.917 7.711 -1.335
C -1.300 6.303 -1.145
O -1.782 5.485 -2.209
C -1.278 4.164 -2.146
H -2.313 12.565 -6.210
H -1.511 10.955 -6.531
H -0.699 12.353 -5.753
H -0.228 10.651 -3.761
H -1.016 9.519 -4.806
H -3.037 9.594 -3.020
H -1.763 10.282 -1.964
H -3.004 7.718 -1.257
H -1.577 8.304 -0.486
H -1.537 5.887 -0.166
H -0.222 6.288 -1.302
H -0.205 4.355 -2.107
H -1.558 3.579 -3.022
H -1.532 3.620 -1.236
C 4.325 0.620 3.500
O 3.884 -0.692 3.450
C 2.744 -0.882 2.623
C 2.509 -2.440 2.467
O 3.140 -2.873 1.210
C 4.439 -3.432 1.245
C 5.160 -3.363 -0.077
O 6.486 -3.865 0.195
C 7.412 -3.890 -0.840
H 3.636 1.369 3.890
H 4.829 0.874 2.568
H 5.158 0.553 4.200
H 2.935 -0.446 1.642
H 1.839 -0.435 3.035
H 1.437 -2.629 2.422
H 2.896 -3.028 3.299
H 4.518 -4.491 1.490
H 5.014 -2.936 2.027
H 5.211 -2.331 -0.424
H 4.667 -3.901 -0.887
H 7.043 -4.505 -1.660
H 8.372 -4.227 -0.450
H 7.431 -2.882 -1.254
C -1.657 1.552 3.192
O -2.648 2.198 3.978
C -2.229 3.505 4.402
C -2.983 3.843 5.700
O -2.618 3.045 6.794
C -3.195 3.369 8.107
C -2.598 2.502 9.180
O -3.055 1.154 9.018
C -2.387 0.204 9.780
H -0.772 1.299 3.775
H -1.392 2.204 2.360
H -2.073 0.663 2.719
H -2.403 4.126 3.524
H -1.160 3.524 4.617
H -4.066 3.814 5.581
H -2.713 4.880 5.899
H -4.281 3.308 8.024
H -2.900 4.406 8.266
H -2.880 2.740 10.206
H -1.509 2.516 9.130
H -1.316 0.190 9.576
H -2.716 -0.790 9.479
H -2.658 0.208 10.836
C -2.781 -5.665 -1.000
O -3.612 -4.581 -1.504
C -3.125 -3.297 -1.302
C -3.466 -2.565 0.007
O -4.794 -2.029 0.098
C -5.096 -1.145 1.084
C -6.592 -0.568 0.976
O -6.799 0.054 -0.270
C -8.102 0.545 -0.536
H -1.782 -5.560 -1.424
H -3.105 -6.607 -1.443
H -2.637 -5.612 0.079
H -3.555 -2.784 -2.162
H -2.043 -3.187 -1.385
H -2.787 -1.712 0.020
H -3.160 -3.021 0.949
H -4.402 -0.307 1.141
H -5.001 -1.712 2.010
H -6.803 0.183 1.738
H -7.372 -1.295 1.200
H -8.997 -0.058 -0.383
H -8.201 0.884 -1.567
H -8.270 1.459 0.034
Cl -0.391 -2.830 -4.005
C 0.593 -2.745 -5.485
Cl 2.227 -2.253 -5.168
Cl -0.160 -1.701 -6.690
H 0.652 -3.733 -5.943
O -0.445 -1.166 1.386
C -0.078 -0.629 0.351
O 0.297 -1.224 -0.725
C 0.693 -0.242 -1.683
C 0.430 1.118 -0.978
O -0.051 0.718 0.255
H 1.774 -0.265 -1.819
H 0.159 -0.514 -2.594
H -0.399 1.645 -1.449
H 1.316 1.731 -0.810
```

Its SMILES is COCCOCCOC.COCCOCCOC.COCCOCCOC.COCCOCCOC.COCCOCCOC.COCCOCCOC.ClC(Cl)Cl.O=C1OCCO1. Its charge is 0. The gap between HOMO and LUMO comes out at 9.35 eV. As for the maximum force: 4.477 eV/A.



A cluster of 2 separate species, C5H11N4O3 in total in a non-equilibrium geometry. Source: OMol25; level of theory: ωB97M-V/def2-TZVPD.

XYZ file:
```
23
C5H11N4O3 (ωB97M-V/def2-TZVPD)
C 1.097 -0.542 1.486
C -0.616 -1.804 0.413
C -0.756 0.657 0.362
C 1.020 1.911 1.525
C -2.256 -0.587 -0.990
N 0.287 1.160 -2.198
N 0.256 0.724 1.264
N -1.225 -0.574 -0.028
N 0.994 0.148 -1.868
O 2.064 0.263 -1.231
O 0.774 -0.995 -2.323
O 0.280 -1.667 1.485
H 1.569 -0.389 0.476
H 1.637 -0.399 2.425
H -1.459 -2.404 0.859
H -0.228 -2.463 -0.436
H 0.657 2.094 -2.121
H 0.608 2.759 1.110
H 1.085 1.991 2.538
H 2.007 1.678 1.074
H -3.013 -1.297 -0.720
H -2.770 0.413 -1.037
H -2.012 -0.674 -2.065
```

For the energy above the lowest of the compared OMol25 structures with the same formula, charge and spin, the calculation gives 137.65 kJ/mol. Its charge is -1. The gap between HOMO and LUMO comes out at 7.26 eV. As for the maximum force: 3.784 eV/A.



A cluster of 2 separate species, C3H12NO2 in total in a non-equilibrium geometry. Source: OMol25; level of theory: ωB97M-V/def2-TZVPD.

XYZ file:
```
18
C3H12NO2 (ωB97M-V/def2-TZVPD)
C 1.210 -0.206 -0.162
C -0.188 -0.722 -0.559
C -0.530 -0.281 -1.985
O -1.948 -0.216 -2.291
N 1.357 -0.396 1.361
H 2.099 -0.648 -0.595
H 1.176 0.880 -0.255
H -0.887 -0.447 0.240
H -0.161 -1.818 -0.454
H -0.186 -1.076 -2.660
H -0.190 0.752 -2.116
H -2.147 -1.091 -2.723
H 0.871 -1.267 1.602
H 2.208 -0.164 1.884
H 0.674 0.247 1.805
H -1.211 2.847 1.946
H -1.362 1.634 2.835
O -0.785 1.974 2.127
```

For the energy above the lowest of the compared OMol25 structures with the same formula, charge and spin, the calculation gives 129.94 kJ/mol. Its expectation value of S² is 0.75. Its charge is +2. Its spin multiplicity is 2. The gap between HOMO and LUMO (spin up / spin down) comes out at 11.34 / 4.70 eV. As for the maximum force: 2.860 eV/A.



maximum force of number 3 (C5H11N4O3)?
3.784 eV/A